Record 1
Formula: C18H52N2O11
Source: OMol25
Level of theory: the ωB97M-V functional and the def2-TZVPD basis

Structure (XYZ):
```
83
Properties=species:S:1:pos:R:3:lowdin_charge:R:1
O 1.01267 2.44349 -0.53767 -0.099
O -0.26033 -1.90551 0.15633 -0.067
O 3.75467 -2.20751 -0.15367 -0.120
O -0.37333 -4.26051 -1.28867 -0.061
O 0.67467 -0.04351 0.95333 -0.014
O 0.64767 -3.71351 -5.82767 -0.127
O 0.46967 -3.53651 2.56833 -0.162
O 1.14367 -0.94851 -1.01767 -0.059
O -3.43033 7.40049 1.50633 -0.207
O -2.79433 0.53649 3.18133 -0.143
O -0.95133 -0.38051 -2.77267 -0.112
N 0.64367 -0.99651 0.13433 -0.479
N -2.57033 3.89349 1.73933 0.038
C 1.86667 -2.04851 -4.48467 -0.052
C 4.19467 -1.07951 0.52033 -0.303
C -2.16733 -0.82451 -2.14167 -0.318
C 1.02367 -6.28151 -1.07367 -0.068
C -3.29733 8.51349 0.57133 -0.081
C 2.18167 2.53149 -1.36567 -0.288
C -2.73133 6.25949 1.07133 -0.222
C 2.79967 3.96149 -1.44767 -0.082
C -2.18433 -0.59251 3.03733 -0.199
C 0.95167 -4.72851 -1.17567 -0.375
C -3.19133 5.25149 2.08933 -0.057
C -3.14633 2.71849 2.42033 -0.106
C 1.03667 -3.02851 3.83033 -0.284
C 5.82567 -1.17751 0.55533 -0.080
C 0.58867 -2.90051 -4.61067 -0.288
C -2.15733 1.52849 2.45733 -0.199
C -3.31233 -0.91751 -3.14767 -0.077
C 0.75267 -4.20251 4.82333 -0.092
H -1.96833 -0.69751 1.87433 0.115
H -1.47333 3.85749 1.78533 0.248
H -2.45933 8.96449 0.81033 0.003
H 2.12567 2.23849 -2.33367 0.076
H 1.29267 -4.12251 -0.14467 0.141
H 3.68467 3.83949 -1.99767 0.038
H -1.07733 -0.76051 3.43133 0.106
H -2.85633 5.50949 3.04433 0.123
H -0.36733 -2.43851 -4.72067 0.084
H -0.25733 -3.44651 -0.92667 -0.043
H -1.88833 -1.61651 -1.50867 0.076
H 1.83667 -4.37651 -1.82567 0.120
H -1.38733 1.75449 3.10133 0.115
H 2.80267 -2.02951 -0.32367 0.044
H -2.49133 -0.05551 -1.49367 0.072
H -4.17333 9.31449 0.69833 0.140
H 2.83267 1.91749 -0.82167 0.076
H 6.23667 -2.18451 0.80733 0.070
H 6.35267 -0.42851 1.20633 0.062
H 0.81367 1.54449 -0.32267 0.005
H 2.13967 -2.84051 3.62333 0.122
H 0.09967 -2.68451 2.12533 0.071
H 0.41667 -2.13651 4.14133 0.094
H -1.75233 1.22249 1.50433 0.124
H 0.44067 -6.19951 -1.98367 0.070
H -3.29133 2.96749 3.45133 0.129
H 1.83067 -1.33651 -5.25867 0.050
H -3.16933 -1.76451 -3.82667 0.066
H 2.04867 -1.52551 -3.53067 0.064
H 0.88167 -5.16251 4.27733 0.086
H -2.99833 8.37549 -0.60867 0.150
H -2.61533 -1.51451 3.49633 0.112
H 3.63567 -0.11151 -0.05667 0.158
H 0.32067 -3.61951 -3.83167 0.087
H -4.11333 2.34149 2.01933 0.163
H -0.06133 -4.35751 -5.57167 0.089
H 2.17167 -6.46551 -1.06267 0.109
H -3.04433 3.64049 0.86333 0.178
H 0.64467 -6.54851 -0.13467 0.041
H 1.92967 4.77449 -1.77567 0.132
H -4.27733 4.91749 2.04733 0.172
H -4.38033 -1.19551 -2.70767 0.112
H -3.43033 0.00349 -3.58467 0.029
H -0.35933 -4.34151 4.91833 0.082
H -1.76533 6.68949 1.09333 0.124
H -3.03733 6.05449 0.00833 0.147
H -0.22533 -0.70451 -2.10567 0.071
H 3.25467 4.29349 -0.50567 0.055
H 6.19567 -0.97551 -0.47467 0.057
H 1.24667 -3.79651 5.62833 0.031
H 2.72567 -2.73851 -4.58567 0.083
H 3.95867 -1.30951 1.49833 0.056
```

Its HOMO energy is -8.5 eV. The value obtained for the relative energy (zero: lowest compared OMol25 entry of this formula, charge and spin) is 0.8 kcal/mol. As for the HOMO-LUMO gap: 7.3 eV. Its net charge is 0. Its total energy is -1653.5440 Eh. The molar mass is 472.62 g/mol.

Record 2
Formula: C18H52N2O7
Source: OMol25
Level of theory: the ωB97M-V functional and the def2-TZVPD basis

Structure (XYZ):
```
79
Properties=species:S:1:pos:R:3:lowdin_charge:R:1
O 0.26812 0.59970 -0.43774 -0.109
O -4.81886 -1.01146 1.19133 -0.116
O -2.08834 2.35284 1.06052 -0.202
O -0.89815 2.98232 -1.60945 -0.096
O 4.54090 2.13982 -2.47913 -0.202
O 2.07532 -3.89518 5.64790 -0.088
O 1.31852 -1.25378 -2.58438 -0.129
N 5.28805 -1.39570 -1.76937 0.024
N -5.54492 2.02099 2.36743 0.034
C 5.52346 -0.07871 -2.41552 -0.411
C 4.50842 0.89589 -1.83386 -0.225
C -0.67796 1.75441 -3.78248 -0.068
C -1.60600 2.35232 -2.66943 -0.298
C 1.96894 -2.58724 5.05928 -0.324
C -5.51645 -1.80495 0.22676 -0.293
C -1.82265 3.72167 1.04069 -0.124
C -1.27057 -0.73579 0.77373 -0.069
C -3.45535 2.03130 1.11160 -0.220
C 5.28853 -0.32619 -3.86862 -0.068
C -3.49161 1.22127 3.57904 -0.052
C 3.68258 3.09006 -1.82591 -0.083
C 0.01395 0.08277 0.87943 -0.278
C -5.32410 -3.31758 0.41136 -0.087
C 2.06449 -3.11188 -1.26846 -0.065
C 2.41948 -2.61656 3.65301 -0.111
C 2.40002 -2.19757 -2.46339 -0.303
C -4.05626 2.16074 2.50888 -0.404
H -5.93799 2.95575 2.10014 0.086
H 0.90186 -2.37522 5.14165 0.114
H 5.88357 -2.08920 -2.24623 0.097
H -0.18644 0.85879 -3.42133 0.029
H -5.13252 -1.37424 -0.72226 0.124
H 5.14332 0.66142 -4.36541 0.098
H -2.59568 1.65641 3.97293 0.064
H 4.02476 4.01703 -2.30442 0.089
H 3.30978 -1.71658 -2.21261 0.032
H 0.83032 -0.58496 1.22879 0.095
H 5.48363 -1.49310 -0.79709 0.070
H 2.42107 -2.74569 -3.38661 0.106
H 4.00641 3.23218 -0.75327 0.096
H -2.14497 -0.04369 0.76979 0.044
H -1.20829 -1.37634 -0.11315 0.081
H -4.18747 1.24489 4.43793 0.082
H 0.03258 2.52460 -4.09930 0.071
H -3.80484 3.13897 2.90778 0.119
H 2.57532 -1.81966 5.59991 0.121
H -4.00179 2.65322 0.36692 0.137
H -5.77246 -3.90122 -0.39938 0.065
H -5.72228 -3.78815 1.35522 0.088
H 4.69507 1.03893 -0.77238 0.126
H -1.37819 -1.36919 1.65729 0.072
H 6.17719 -0.71593 -4.32024 0.069
H 3.52939 0.47709 -2.03626 0.111
H 1.17648 -3.77580 -1.43276 0.087
H 2.94076 -3.73659 -1.09685 0.068
H -2.29771 4.39536 1.78969 0.096
H -3.34440 0.18690 3.33352 0.056
H -3.59438 0.96160 0.81643 0.095
H -2.43015 1.69517 -2.35007 0.111
H 3.48337 -2.72490 3.54285 0.067
H -2.11507 3.23703 -3.09113 0.107
H -0.54428 2.27778 -1.09958 0.013
H 1.87084 -2.40081 -0.44104 0.069
H -1.31957 1.39161 -4.65239 0.090
H 6.51910 0.35277 -2.34468 0.137
H -0.10794 0.91823 1.58472 0.108
H 4.48490 -0.99065 -4.13339 0.069
H 2.15747 -1.70184 3.12704 0.063
H -2.05676 4.13471 0.07482 0.070
H 2.59891 2.80917 -1.88450 0.099
H -0.74659 3.83322 1.12629 0.093
H -5.12034 -1.22095 2.07207 0.078
H -4.24908 -3.55628 0.31280 0.074
H 0.76321 -0.06446 -0.94330 0.049
H 2.97768 -4.12703 5.87577 0.076
H 1.48098 -0.57453 -3.29089 0.096
H 1.98838 -3.48980 3.16222 0.082
H -6.54277 -1.46436 0.31897 0.101
H -5.70395 1.49482 1.53178 0.030
```

Its HOMO energy is -9.0 eV. The value obtained for the relative energy (zero: lowest compared OMol25 entry of this formula, charge and spin) is 23.6 kcal/mol. As for the SMILES: COC[C@H](C)N.COC[C@H](C)N.CCO.CCO.CCO.CCO.CCO. As for the HOMO-LUMO gap: 9.7 eV. Its net charge is 0. Its total energy is -1353.0538 Eh. The molar mass is 408.62 g/mol.

Record 3
Formula: C18H52N4O9
Source: OMol25
Level of theory: the ωB97M-V functional and the def2-TZVPD basis

Structure (XYZ):
```
83
Properties=species:S:1:pos:R:3:lowdin_charge:R:1
O 22.44400 18.67000 7.15500 -0.222
O 22.83000 25.05900 4.51100 0.066
O 26.97400 21.81100 2.40100 -0.224
O 22.93900 22.89800 5.00600 -0.030
O 26.27200 27.54600 7.21200 -0.200
O 24.91800 24.86000 1.67400 -0.155
O 24.73000 23.79500 4.32600 -0.060
O 25.30500 21.22200 4.22800 0.149
O 28.83600 21.96000 9.65900 -0.153
N 25.75000 19.17900 2.18200 0.016
N 26.18300 21.56700 7.26500 0.050
N 23.01400 19.85500 3.64500 0.056
N 26.94600 24.22900 5.74700 0.088
C 27.34500 20.84300 1.43900 -0.201
C 26.09900 26.41700 6.35500 -0.191
C 26.75300 21.63600 8.52900 -0.358
C 26.17800 20.02200 1.07900 -0.422
C 28.38500 21.72600 8.36100 -0.160
C 25.00000 21.01300 0.63800 -0.031
C 26.90500 25.19900 6.74900 -0.444
C 22.77700 18.87800 4.71300 -0.427
C 21.95500 19.20500 8.46500 -0.017
C 26.29600 20.50100 9.51900 -0.003
C 23.78100 17.72700 4.74800 -0.069
C 30.14800 22.15900 9.77800 -0.166
C 25.45200 28.67600 6.91500 -0.101
C 28.32100 25.62700 7.17400 -0.028
C 27.88900 22.84300 2.52500 -0.075
C 22.71500 19.56800 6.10400 -0.218
C 24.71700 26.23000 1.65800 -0.193
C 23.56800 23.92100 4.66800 -0.794
H 24.79300 17.95500 4.98900 0.078
H 21.84700 18.39100 9.10700 0.066
H 23.84200 16.80700 5.15900 0.046
H 28.43900 26.32800 7.91800 0.046
H 26.53700 20.66900 10.37800 -0.046
H 27.48700 23.90800 2.69200 0.124
H 26.57700 22.61500 8.95500 0.124
H 28.84700 21.03200 7.73900 0.103
H 25.40300 26.61700 2.47400 0.097
H 21.14600 19.89100 8.24300 0.077
H 27.78300 24.56400 5.32000 0.072
H 30.49900 22.12400 10.90200 0.140
H 24.95800 18.53400 1.71600 0.138
H 26.66800 19.51600 9.51000 0.077
H 24.86800 24.53000 2.62200 0.052
H 22.28100 20.47400 3.66400 0.053
H 28.70000 24.63600 7.57700 0.090
H 26.58000 22.21600 6.70900 -0.018
H 23.83900 20.11600 6.00500 0.156
H 26.22100 24.33000 5.11100 0.004
H 24.45200 20.68700 4.01800 0.084
H 28.94800 26.04400 6.42000 0.074
H 28.36000 23.06800 1.58500 0.086
H 24.65000 28.86700 7.67000 0.101
H 26.59300 18.53900 2.25900 0.112
H 26.18900 29.53800 6.96200 0.096
H 30.46500 23.02200 9.38500 0.031
H 21.86600 25.15200 4.71500 0.138
H 23.87000 17.29000 3.81100 0.041
H 27.85100 21.29400 0.69600 0.093
H 26.43800 24.96000 7.67700 0.126
H 30.70900 21.52600 9.09500 0.088
H 24.74500 21.85100 1.15300 0.017
H 21.72500 20.45700 6.16700 0.192
H 24.05600 20.41300 0.65200 0.080
H 25.24100 21.93600 7.18900 0.086
H 25.39600 22.15400 4.10600 0.058
H 25.20600 20.72300 9.52300 0.093
H 22.77100 19.83100 8.77500 0.064
H 25.33100 28.78800 5.86100 0.068
H 25.15200 21.63100 -0.25800 0.092
H 22.90400 19.22900 2.74700 0.143
H 25.98200 26.74000 5.41200 0.067
H 24.84500 26.48200 0.65200 0.053
H 23.71300 26.62200 1.91200 0.075
H 26.36000 19.36400 0.09600 0.175
H 25.83000 20.95100 3.39700 0.108
H 28.05700 20.17900 1.93700 0.137
H 28.53100 22.44800 3.24500 0.083
H 24.94600 26.18900 6.41000 0.154
H 28.65900 22.47500 7.72300 0.060
H 21.78300 18.27200 4.57500 0.163
```

Its HOMO energy is -8.3 eV. The value obtained for the relative energy (zero: lowest compared OMol25 entry of this formula, charge and spin) is 0.0 kcal/mol. As for the HOMO-LUMO gap: 8.6 eV. Its net charge is 0. Its total energy is -1612.7494 Eh. The molar mass is 468.63 g/mol.